# C7H16N3

2 unconnected molecules or ions with the total composition C7H16N3 (wB97M-V/def2-TZVPD, the Open Molecules 2025 dataset).

Values from the calculation:
E_tot, eV: -11982.7614
E_LUMO, eV: -2.9
Frontier orbital gap, eV: 9.45
HOMO, eV: -12.37
Total charge: +1
Energy above the lowest of the compared OMol25 structures with the same formula, charge and spin, eV: 0.637

Element x y z (Å)
N  0.32409  0.98150  1.03151
C  -0.59686  2.08447  1.26805
C  1.63295  1.51630  0.67599
C  1.19598  -1.13732  2.01274
C  0.40023  0.14379  2.22800
H  -0.26591  2.73158  2.09771
H  -0.67691  2.69716  0.35437
H  -1.59517  1.68348  1.51133
H  2.07544  2.09863  1.50164
H  2.32302  0.69659  0.41431
H  1.52262  2.17664  -0.20060
H  0.80929  -1.67233  1.12909
H  1.08652  -1.79015  2.89504
H  2.26856  -0.93176  1.85808
H  -0.63951  -0.12275  2.49887
H  0.83196  0.71530  3.07205
C  0.03628  -1.55281  -2.23589
C  -0.76829  -1.97796  -3.25951
C  -1.91233  -0.49455  -2.06011
N  -0.69922  -0.64163  -1.51884
N  -1.95810  -1.30684  -3.12044
H  1.05741  -1.82458  -1.96842
H  -0.58757  -2.69388  -4.06133
H  -2.70873  0.15999  -1.70596
H  -0.37380  -0.13314  -0.67693
H  -2.78196  -1.40572  -3.74076

natural (NBO) population analysis, charges in e, atoms 1 to 6: N -0.482; C -0.420; C -0.429; C -0.617; C -0.225; H 0.192

***

# C7H16N3O8P

2 unconnected molecules or ions with the total composition C7H16N3O8P (wB97M-V/def2-TZVPD, the Open Molecules 2025 dataset).

Values from the calculation:
E_tot, eV: -37659.5838
E_LUMO, eV: 0.5
Frontier orbital gap, eV: 9.60
HOMO, eV: -9.13
Energy above the lowest of the compared OMol25 structures with the same formula, charge and spin, eV: 0.509
SMILES: O=C(COP(=O)(O)O)NO.CNC(=O)CNC(C)=O

Element x y z (Å)
O  2.01630  -2.68260  0.49002
O  1.32844  -0.25570  -2.19883
O  -0.96396  -0.09431  1.21879
O  0.18555  3.17691  1.50062
O  1.51019  1.62516  -4.17053
O  2.02173  1.84891  2.43122
O  2.30029  4.34435  1.77846
O  2.07713  2.57015  -0.12090
C  0.79943  -2.65097  0.59630
C  1.73333  0.84647  -1.83988
C  -1.77105  -0.62839  0.46711
N  1.86417  1.83294  -2.80205
N  -3.00191  -0.12263  0.36367
N  0.05113  -2.14178  -0.38105
C  0.14170  -3.20921  1.84377
C  2.05213  1.14308  -0.37138
C  -4.10257  -0.64392  -0.44572
C  -1.39217  -1.87492  -0.35426
P  1.63560  2.97073  1.39594
H  1.28032  0.68321  -4.31372
H  1.42338  2.07959  3.15162
H  1.78618  4.93769  1.21947
H  2.12544  2.76306  -2.47194
H  -3.16376  0.70972  0.91280
H  0.57597  -1.76263  -1.16092
H  -0.56557  -3.98708  1.56763
H  -0.36550  -2.40808  2.37703
H  0.91369  -3.63187  2.48470
H  3.02370  0.70363  -0.12414
H  1.29625  0.63535  0.23788
H  -3.84344  -0.60476  -1.50542
H  -4.32241  -1.67523  -0.16308
H  -4.99617  -0.03860  -0.28278
H  -1.72669  -1.72481  -1.38028
H  -1.92686  -2.73343  0.04984

natural (NBO) population analysis, charges in e, atoms 1 to 6: O -0.642; O -0.668; O -0.636; O -1.138; O -0.534; O -0.962

***

# C7H16N3P

2 unconnected molecules or ions with the total composition C7H16N3P (wB97M-V/def2-TZVPD, the Open Molecules 2025 dataset).

Values from the calculation:
E_tot, eV: -21276.1263
E_LUMO, eV: 0.7
Frontier orbital gap, eV: 10.02
HOMO, eV: -9.37
Energy above the lowest of the compared OMol25 structures with the same formula, charge and spin, eV: 0.952
SMILES: [H]/N=P(=N/[H])/[C@]12CC[C@H](CC1)C2.N

Element x y z (Å)
C  1.79665  -0.03328  1.21354
C  2.02573  0.42817  -1.32232
C  0.30469  -0.36119  0.77898
C  0.43821  0.40532  -1.60655
C  0.83235  1.91032  0.12223
C  2.04371  1.06795  0.18233
C  -0.08334  0.72564  -0.19855
N  -2.87338  0.14664  -1.16419
N  -2.65196  -2.49773  0.83028
N  -2.28136  2.18535  0.63291
P  -1.90181  0.98605  -0.22968
H  1.96100  0.40520  2.23443
H  2.45027  -0.93247  1.08094
H  2.25100  -0.63030  -1.31706
H  2.40736  1.03775  -2.08958
H  0.13484  -1.33344  0.38551
H  -0.49212  -0.39286  1.59515
H  -0.01201  1.15274  -2.25522
H  0.12101  -0.62289  -2.01184
H  0.51291  2.41213  1.09124
H  0.81388  2.62743  -0.80374
H  2.93614  1.61519  0.22933
H  -2.40065  -0.70025  -1.37878
H  -3.49676  -2.96818  0.65523
H  -2.36045  -2.72390  1.71546
H  -3.27033  2.26921  0.75026
H  -2.89085  -1.50103  0.79859

natural (NBO) population analysis, charges in e, atoms 1 to 6: C -0.405; C -0.409; C -0.428; C -0.401; C -0.399; C -0.237

***

# C7H16N3S

A gas-phase ion, C7H16N3S (charge +1) (wB97M-V/def2-TZVPD, the Open Molecules 2025 dataset).

Values from the calculation:
E_tot, eV: -22812.4772
E_LUMO, eV: -4.4
Frontier orbital gap, eV: 8.05
HOMO, eV: -12.43
Total charge: +1
Energy above the lowest of the compared OMol25 structures with the same formula, charge and spin, eV: 6.544
SMILES: CCCN(C[C@H]1CS1)/[NH+]=N\C

Element x y z (Å)
C  -1.45818  0.53878  1.17327
C  -3.40417  1.37297  -0.41945
C  -2.95854  0.55970  0.74197
C  2.72443  1.31741  -0.28303
C  0.58798  -2.93424  -0.85169
C  1.72117  0.58056  0.50356
C  0.49860  0.08655  -0.37696
N  -0.44607  -2.70831  0.18709
N  -0.59320  -0.36460  0.33708
N  -0.92032  -1.65225  0.62720
S  -3.53799  -0.47755  -0.54831
H  -1.03537  1.57022  0.94255
H  -1.53164  0.44094  2.29503
H  -4.29707  1.82770  -0.55489
H  -2.65804  1.66753  -1.09775
H  -3.73314  0.53376  1.53790
H  3.36741  1.97400  0.31257
H  3.41103  0.62672  -0.81471
H  2.53608  1.98842  -1.12283
H  0.84021  -4.04525  -0.72564
H  1.45346  -2.22964  -0.78227
H  -0.03840  -2.88719  -1.85109
H  1.41229  1.28953  1.38522
H  2.30560  -0.35040  0.93740
H  0.22879  0.97076  -1.00820
H  1.02950  -0.66136  -0.93122
H  -1.61941  -1.81247  1.33296

natural (NBO) population analysis, charges in e, atoms 1 to 6: C -0.270; C -0.402; C -0.391; C -0.663; C -0.495; C -0.408

***

# C7H16N4S2

C7H16N4S2 in the gas phase (wB97M-V/def2-TZVPD, the Open Molecules 2025 dataset).

Values from the calculation:
E_tot, eV: -35146.0741
E_LUMO, eV: 0.6
Frontier orbital gap, eV: 9.14
HOMO, eV: -8.52
Energy above the lowest of the compared OMol25 structures with the same formula, charge and spin, eV: 3.971
SMILES: [H]/N=C(/N)SCCCCCS/C(N)=N/[H]

Element x y z (Å)
C  -1.97748  -1.42593  0.49470
C  -1.76320  1.53473  0.16368
C  -0.66793  1.27742  -0.89415
C  0.25225  2.47085  -0.72635
C  0.97576  2.34702  0.65970
C  1.37909  0.82098  1.02264
C  1.56097  -1.64678  -0.47610
H  -1.27329  -3.47744  0.00359
H  -2.48573  -2.69371  -1.10555
H  -0.72763  -2.24468  1.47915
H  -1.34371  1.48953  1.20430
H  -2.44030  2.39944  -0.25469
H  -0.20851  0.21517  -1.04417
H  -0.93848  1.35744  -2.02805
H  -0.25914  3.47046  -0.95526
H  0.95225  2.44845  -1.59232
H  1.85469  2.95007  0.51801
H  0.31127  2.74211  1.50577
H  1.82728  0.90454  1.99982
H  0.38776  0.33726  1.19093
H  1.97746  -3.53168  0.62593
H  3.04192  -2.16766  0.73830
H  0.33333  -1.22548  -2.09854
N  -2.02899  -2.58999  -0.23009
N  -1.08108  -1.31523  1.41720
N  2.14845  -2.46658  0.41762
N  0.77251  -2.05332  -1.50500
S  -2.81266  0.03207  -0.20146
S  2.23316  0.04097  -0.32962

natural (NBO) population analysis, charges in e, atoms 1 to 6: C 0.319; C -0.521; C -0.474; C -0.433; C -0.405; C -0.600

***

# C7H16N4Si

C7H16N4Si in the gas phase (wB97M-V/def2-TZVPD, the Open Molecules 2025 dataset).

Values from the calculation:
E_tot, eV: -21355.7358
E_LUMO, eV: 0.6
Frontier orbital gap, eV: 9.34
HOMO, eV: -8.71
Energy above the lowest of the compared OMol25 structures with the same formula, charge and spin, eV: 0.205
SMILES: CN[Si](NC)(NC)[C@H]1C=CN=C1

Element x y z (Å)
C  1.33531  0.34972  -0.79862
C  0.74842  0.00407  -2.14837
C  2.23244  1.47117  -1.23792
C  1.27831  0.82770  -3.05760
C  -2.25778  0.81675  -0.74591
C  -1.23772  -2.52177  -0.06826
C  0.44921  0.40541  3.38754
N  2.10650  1.73666  -2.49177
N  -1.45808  0.93385  0.46633
N  -0.38961  -1.74643  0.78080
N  0.87372  0.44546  1.98291
Si  -0.04763  -0.04074  0.62780
H  2.11257  -0.43828  -0.36327
H  0.09926  -0.81024  -2.45844
H  2.86666  1.94402  -0.56521
H  1.27495  0.97760  -4.13375
H  -1.80934  1.14970  -1.60478
H  -2.52913  -0.15192  -1.13349
H  -3.34670  1.26950  -0.59804
H  -2.08902  -2.02684  -0.16902
H  -0.78790  -2.57675  -1.00720
H  -1.29782  -3.55123  0.37965
H  1.19735  0.67687  4.03569
H  -0.36497  1.24426  3.48999
H  0.02022  -0.62764  3.77424
H  -1.20375  1.89775  0.63182
H  0.38719  -2.34594  0.98742
H  1.83733  0.68729  2.03746

natural (NBO) population analysis, charges in e, atoms 1 to 6: C -0.768; C -0.266; C 0.102; C -0.067; C -0.421; C -0.381

***

# C7H16N5O2

2 unconnected molecules or ions with the total composition C7H16N5O2 (wB97M-V/def2-TZVPD, the Open Molecules 2025 dataset).

Values from the calculation:
E_tot, eV: -19054.1742
E_LUMO, eV: -3.2
Frontier orbital gap, eV: 9.03
HOMO, eV: -12.24
Total charge: +1
Energy above the lowest of the compared OMol25 structures with the same formula, charge and spin, eV: 1.799

Element x y z (Å)
C  0.16778  -0.37646  1.68910
C  -0.95673  -0.67844  -0.71562
C  1.43885  2.40348  0.99069
C  -3.11232  0.96411  -0.48085
C  3.63552  2.81195  1.96898
C  0.77100  -2.08160  -1.40678
C  -1.63310  -2.97745  -1.62365
N  -2.29570  -0.28986  -0.93940
N  2.43126  1.97598  1.61157
N  0.83966  0.26827  0.60979
N  -0.68722  -1.91712  -1.21526
N  -0.04730  0.22422  -0.51775
O  -0.83049  -1.10647  1.63478
O  0.68634  3.11232  0.51494
H  0.71553  -0.17148  2.59616
H  -2.43570  1.80564  -0.81930
H  -4.10284  0.95474  -0.95839
H  -3.30991  0.91346  0.57144
H  3.41772  3.87140  2.23294
H  4.03016  2.36089  2.83542
H  4.25930  2.85928  1.11447
H  1.10957  -1.12015  -1.74910
H  1.29847  -2.35642  -0.51516
H  0.86507  -2.91481  -2.12167
H  -1.10339  -3.92175  -1.32286
H  -2.64603  -2.96811  -1.18666
H  -1.69963  -2.81471  -2.74471
H  -3.01521  -0.94545  -1.23270
H  2.58250  0.94026  1.71228
H  -0.37318  1.17425  -0.53271

natural (NBO) population analysis, charges in e, atoms 1 to 6: C 0.473; C 0.709; C 1.001; C -0.405; C -0.405; C -0.413

***

# C7H16NO

A gas-phase ion, C7H16NO (charge +1) (wB97M-V/def2-TZVPD, the Open Molecules 2025 dataset).

Values from the calculation:
E_tot, eV: -11048.7442
E_LUMO, eV: -3.2
Frontier orbital gap, eV: 11.43
HOMO, eV: -14.65
Total charge: +1
Energy above the lowest of the compared OMol25 structures with the same formula, charge and spin, eV: 1.103
SMILES: CCCO[C@H]1CCC[NH2+]1

Element x y z (Å)
C  3.16367  0.22220  0.13758
C  1.81371  -0.58357  0.17344
C  0.94687  0.07486  1.27895
O  -0.21583  -0.66988  1.65404
C  -1.29188  -0.48107  0.80759
C  -1.86971  0.94130  0.52190
C  -1.39731  1.15422  -0.95934
C  -1.56523  -0.24477  -1.65610
N  -1.30630  -1.19929  -0.51906
H  3.59127  0.22795  1.15208
H  2.92288  1.24920  -0.18977
H  3.88777  -0.20832  -0.56470
H  2.09990  -1.62264  0.42025
H  1.34991  -0.56646  -0.83229
H  0.75276  1.12139  0.98734
H  1.57775  0.12576  2.18206
H  -2.10624  -0.98122  1.36731
H  -2.95979  0.96089  0.68748
H  -1.48054  1.62049  1.29538
H  -0.29853  1.23881  -0.85690
H  -1.74337  2.03423  -1.51206
H  -0.71742  -0.38758  -2.34299
H  -2.53594  -0.38411  -2.14859
H  -2.11999  -1.81521  -0.52505
H  -0.49845  -1.82717  -0.55852

natural (NBO) population analysis, charges in e, atoms 1 to 6: C -0.602; C -0.446; C -0.100; O -0.473; C 0.242; C -0.456

***

# C7H16O

C7H16O in the gas phase (wB97M-V/def2-TZVPD, the Open Molecules 2025 dataset).

Values from the calculation:
E_tot, eV: -9564.4329
E_LUMO, eV: 0.8
Frontier orbital gap, eV: 9.26
HOMO, eV: -8.47
Energy above the lowest of the compared OMol25 structures with the same formula, charge and spin, eV: 1.838
SMILES: C[C@H](O)CC(C)(C)C

Element x y z (Å)
C  0.36661  -0.32965  1.01157
C  -0.82452  0.44585  -1.18068
C  0.44025  -0.14628  -0.81786
C  0.84430  0.98003  1.61451
C  1.35569  -1.45076  1.29844
C  -1.00574  -0.69810  1.55407
C  -0.53415  0.46446  -3.00966
O  -1.02887  1.73685  -0.74089
H  -1.89574  2.03843  -1.03332
H  -1.69511  -0.20110  -1.04212
H  0.54319  -1.16224  -1.18273
H  1.29838  0.49450  -0.99336
H  0.85813  0.92883  2.70863
H  0.19223  1.80149  1.32248
H  1.85803  1.21376  1.28783
H  1.00841  -2.40005  0.88732
H  2.33574  -1.23184  0.87362
H  1.48661  -1.59328  2.37640
H  -0.95066  -0.92516  2.62447
H  -1.71154  0.12670  1.45661
H  -1.41144  -1.57766  1.05159
H  -0.09476  -0.43802  -3.42486
H  -1.52803  0.59348  -3.43533
H  0.09302  1.32977  -3.20674

natural (NBO) population analysis, charges in e, atoms 1 to 6: C 0.012; C 0.140; C -0.414; C -0.635; C -0.621; C -0.639